An isolated molecule of C12H15Cl2N3O3S. Source: OMol25; level of theory: the ωB97M-V functional and the def2-TZVPD basis.

Output
Structure (SMILES): COCCCNC(=S)NNC(=O)c1cc(Cl)c(O)c(Cl)c1
Total energy: -2174.83025 Ha
LUMO: 0.47 eV
HOMO: -8.66 eV
Orbital gap: 9.12 eV

Cartesian coordinates (Å):
C1 -2.588 0.669 -2.410
H1 3.802 1.468 4.349
C2 -3.054 2.945 -3.018
O1 2.503 0.092 3.695
H2 -0.748 -1.823 -0.094
C3 -3.831 2.528 -4.106
H3 3.662 -2.348 0.823
N1 -0.318 -0.908 0.033
H4 -3.492 -0.828 -3.634
H5 1.073 -1.253 3.393
H6 3.979 -2.217 3.222
C4 2.110 -1.255 3.741
S1 1.750 0.689 -0.098
C5 3.706 0.385 4.360
C6 2.952 -2.188 2.858
N2 -0.979 0.047 -0.733
Cl1 -4.944 0.626 -5.651
H7 4.576 -0.054 3.859
C7 -2.437 2.034 -2.181
Cl2 -2.882 4.634 -2.738
H8 -4.910 2.974 -5.596
C8 2.965 -1.730 1.401
C9 -3.369 0.232 -3.477
H9 3.679 0.032 5.399
H10 1.114 -2.638 1.004
N3 1.653 -1.806 0.805
H11 2.131 -1.624 4.779
C10 -1.969 -0.375 -1.557
H12 3.284 -0.686 1.341
O2 -2.335 -1.541 -1.544
H13 -0.394 0.875 -0.864
H14 2.542 -3.197 2.933
H15 -1.867 2.405 -1.346
O3 -4.410 3.436 -4.902
C11 -3.971 1.152 -4.308
C12 1.016 -0.752 0.261



A structure of composition C18H40IrP2Si. Source: OMol25; level of theory: the ωB97M-V functional and the def2-TZVPD basis.

Output
Energy relative to the best compared isomer or geometry (same formula, charge and spin): 0.000 eV
Total energy: -1785.42647 Ha
Charge: +2
<S²>: 8.760
LUMO (alpha / beta): -6.03 / -9.98 eV
HOMO (alpha / beta): -12.39 / -14.24 eV
Orbital gap (alpha / beta): 6.36 / 4.25 eV
Multiplicity: 6

Cartesian coordinates (Å):
P1 -0.074 1.682 1.006
C1 2.115 -2.762 0.561
C2 -0.147 -1.975 3.141
H1 -1.939 3.171 0.638
H2 2.209 -3.630 1.235
C3 -1.688 2.150 0.288
P2 0.426 -2.149 0.594
C4 1.510 1.414 3.821
H3 0.856 3.762 1.924
C5 -0.926 0.195 5.218
H4 0.608 1.391 -1.083
C6 -1.613 -1.062 -4.093
H5 1.972 0.802 -0.077
H6 2.298 -3.057 -0.485
C7 1.022 3.124 1.053
H7 -1.516 3.046 4.566
C8 -1.368 2.690 3.537
C9 -0.722 -1.773 -3.104
Ir1 -0.482 -0.420 1.693
C10 -0.913 1.144 -2.979
H8 -0.939 0.901 6.064
H9 -0.256 -0.630 5.493
H10 -1.228 -2.405 -2.372
H11 -1.754 -3.128 0.092
H12 -0.912 3.521 2.985
C11 -1.925 0.421 -3.814
C12 0.878 0.742 -0.246
H13 1.204 -1.021 -1.265
Si1 -0.342 1.084 3.621
H14 1.164 -2.638 -2.645
H15 -0.528 -0.666 -1.102
H16 2.131 0.970 -4.433
C13 0.415 1.163 -3.214
H17 -1.386 1.898 -2.343
H18 -1.032 -1.960 3.797
H19 -1.169 -1.121 -5.100
H20 -1.609 2.130 -0.813
H21 -2.036 0.948 -4.783
H22 -2.450 1.436 0.632
H23 2.059 2.783 1.071
C14 1.174 0.431 -4.290
H24 1.562 -1.535 -5.052
H25 1.645 2.024 4.723
H26 0.755 -1.664 3.715
H27 2.802 -1.965 0.879
H28 1.038 1.942 -2.742
H29 -0.606 -4.326 0.751
H30 -2.917 0.521 -3.335
C15 1.528 -1.053 -4.059
C16 -0.707 -3.469 0.055
H31 -2.584 -1.591 -4.150
H32 2.026 0.459 3.966
C17 0.427 -0.679 -0.566
H33 1.963 1.949 2.986
H34 -1.942 -0.189 5.087
H35 2.567 -1.120 -3.678
H36 -0.429 -3.761 -0.969
H37 0.854 3.701 0.132
H38 -2.363 2.496 3.118
H39 0.036 -3.008 2.773
H40 0.633 0.508 -5.247
C18 0.623 -1.841 -3.172



A cluster of 6 separate species, C5H20ClN10O5 in total. Source: OMol25; level of theory: the ωB97M-V functional and the def2-TZVPD basis.

Output
Energy relative to the best compared isomer or geometry (same formula, charge and spin): 0.820 eV
Total energy: -1586.80135 Ha
Charge: -1
LUMO: 2.64 eV
HOMO: -6.35 eV
Orbital gap: 8.99 eV

Cartesian coordinates (Å):
H1 0.751 -1.026 2.269
H2 -1.201 1.010 0.898
Cl1 -0.424 -1.316 -0.024
H3 3.123 1.399 0.091
C1 0.946 0.024 4.042
H4 -1.220 -0.122 -3.853
N1 1.538 -3.476 -1.481
H5 -4.330 1.020 -4.465
H6 -2.943 1.281 0.578
H7 -0.599 3.647 2.816
H8 -1.334 -0.437 -2.154
H9 -0.150 1.167 -1.191
N2 2.732 -5.368 -0.994
O1 1.358 -4.436 0.577
C2 1.515 2.362 -0.692
N3 -3.350 0.915 -4.286
H10 3.150 -5.348 -1.902
N4 -1.669 0.056 -2.974
C3 -2.010 2.631 1.737
O2 1.946 3.519 -0.620
H11 -0.181 2.005 2.353
H12 2.949 -6.169 -0.431
N5 2.172 1.288 -0.207
C4 -2.994 0.340 -3.085
H13 1.893 -3.524 -2.412
H14 0.261 -1.840 3.713
H15 0.860 -2.758 -1.200
N6 0.769 -1.088 3.281
H16 1.747 0.387 -0.351
O3 0.869 0.088 5.268
N7 -2.092 1.446 1.086
O4 -2.901 3.496 1.727
N8 0.225 2.092 -1.049
H17 1.650 1.211 2.361
H18 1.460 1.965 3.858
O5 -3.864 -0.047 -2.307
N9 1.362 1.120 3.321
N10 -0.781 2.807 2.299
C5 1.830 -4.431 -0.549
H19 -2.689 1.214 -4.975
H20 -0.373 2.898 -1.074